# 1
C35H48BIrN10O2S5 | ωB97M-V/def2-TZVPD

E_LUMO (spin up / spin down)	-8.276 / -10.991	eV
HOMO energy (spin up / spin down)	-13.51 / -16.06	eV
energy relative to the best compared isomer or geometry (same formula, charge and spin)	0.0	kJ/mol
Kohn-Sham gap (spin up / spin down)	5.24 / 5.07	eV
⟨S²⟩	8.82

```
! RIJCOSX wB97M-V def2-TZVPD def2/J DEFGRID3
* xyz 3 6
Ir 7.671 -13.532 12.883
C 9.933 -17.178 15.889
C 10.023 -15.670 16.068
C 10.413 -14.936 17.209
C 10.206 -13.506 17.330
N 9.877 -12.815 16.293
N 9.867 -13.508 15.068
B 9.849 -12.640 13.865
N 9.650 -11.162 14.138
N 10.795 -10.606 14.702
C 10.701 -9.315 14.915
C 9.452 -8.606 14.837
C 8.340 -9.184 14.292
C 7.065 -8.341 14.076
C 8.480 -10.534 13.942
S 7.102 -11.336 13.211
C 11.998 -8.591 15.148
C 11.842 -7.536 16.268
C 13.045 -9.637 15.531
C 12.359 -7.929 13.830
N 10.835 -13.021 12.756
N 12.100 -13.354 13.249
C 13.038 -13.540 12.341
C 12.774 -13.296 10.948
C 11.511 -12.958 10.467
C 11.330 -12.489 9.047
C 10.477 -12.907 11.460
S 8.797 -13.020 10.980
C 14.383 -13.971 12.757
C 14.415 -14.245 14.265
C 15.422 -12.899 12.404
C 14.642 -15.284 12.061
C 9.678 -14.856 14.954
S 9.078 -15.446 13.404
C 10.304 -12.839 18.673
C 9.596 -11.427 18.524
C 9.550 -13.643 19.743
C 11.797 -12.661 19.071
H 10.377 -17.802 16.711
H 10.524 -17.480 15.007
H 8.910 -17.507 15.714
H 10.820 -15.475 18.099
H 9.468 -7.541 15.176
H 7.273 -7.306 14.217
H 6.283 -8.591 14.796
H 6.617 -8.590 13.094
H 11.322 -7.973 17.112
H 11.227 -6.668 15.985
H 12.862 -7.217 16.564
H 13.017 -9.925 16.599
H 14.042 -9.236 15.264
H 12.843 -10.554 14.929
H 11.676 -7.098 13.496
H 12.411 -8.693 13.040
H 13.387 -7.536 13.935
H 13.581 -13.330 10.235
H 12.241 -11.973 8.732
H 10.537 -11.728 8.961
H 11.126 -13.303 8.331
H 14.297 -13.309 14.857
H 15.367 -14.679 14.560
H 13.660 -14.931 14.679
H 15.301 -11.986 13.058
H 15.396 -12.531 11.351
H 16.425 -13.331 12.683
H 13.875 -16.068 12.334
H 15.636 -15.745 12.325
H 14.626 -15.309 10.945
H 8.565 -11.552 18.237
H 10.058 -10.755 17.765
H 9.537 -10.886 19.516
H 8.477 -13.816 19.511
H 9.605 -13.100 20.712
H 10.006 -14.650 19.867
H 12.358 -12.179 18.254
H 12.273 -13.588 19.354
H 11.908 -11.998 19.953
N 6.129 -12.369 15.975
C 6.151 -13.668 15.758
N 6.410 -14.259 14.619
C 6.175 -15.643 14.690
C 5.885 -16.106 15.965
S 5.720 -14.845 17.076
C 6.150 -16.457 13.513
C 5.885 -17.813 13.433
S 6.063 -18.375 11.845
C 6.410 -16.726 11.345
N 6.496 -15.890 12.327
N 6.612 -16.355 10.080
H 6.561 -11.818 15.194
H 6.091 -12.028 16.930
H 5.668 -17.139 16.228
H 5.596 -18.499 14.259
H 6.655 -17.035 9.308
H 6.521 -15.381 9.758
C 3.886 -12.333 11.754
O 4.954 -12.965 12.398
C 6.027 -13.297 11.614
O 6.002 -13.418 10.414
H 2.991 -12.516 12.337
H 3.676 -12.670 10.688
H 4.033 -11.244 11.746
*
```


# 2
C35H48CdF10Ge2N4OSSe | ωB97M-V/def2-TZVPD

E_LUMO (spin up / spin down)	1.983 / 0.900	eV
HOMO energy (spin up / spin down)	-4.29 / -4.28	eV
energy relative to the best compared isomer or geometry (same formula, charge and spin)	156.1	kJ/mol
Kohn-Sham gap (spin up / spin down)	6.27 / 5.18	eV
⟨S²⟩	0.75

```
! RIJCOSX wB97M-V def2-TZVPD def2/J DEFGRID3
* xyz -1 2
Cd 14.087 15.544 10.166
C 13.217 15.718 13.172
N 13.955 14.678 12.449
C 15.303 14.521 12.974
C 16.274 15.666 12.631
N 16.250 15.899 11.194
C 17.047 16.833 10.709
C 17.430 16.881 9.309
F 17.159 15.808 8.500
C 17.926 17.992 8.730
F 18.076 18.101 7.376
C 18.253 19.154 9.489
F 18.817 20.253 8.925
C 18.125 19.050 10.885
F 18.525 20.050 11.709
C 17.676 17.868 11.436
F 17.824 17.720 12.762
C 13.326 13.364 12.444
C 12.049 13.408 11.649
N 12.121 14.255 10.486
C 10.960 14.422 9.851
C 9.860 13.479 9.815
F 9.996 12.334 10.545
C 8.797 13.552 8.966
F 7.951 12.523 8.730
C 8.612 14.721 8.216
F 7.481 14.904 7.518
C 9.605 15.682 8.178
F 9.516 16.770 7.419
C 10.724 15.561 9.000
F 11.672 16.568 9.049
H 13.271 15.456 14.286
H 12.167 15.766 12.895
H 13.749 16.664 13.022
H 15.707 13.632 12.505
H 15.253 14.412 14.070
H 17.267 15.260 12.871
H 16.013 16.551 13.263
H 13.124 13.068 13.480
H 14.035 12.645 11.999
H 11.257 13.712 12.401
H 11.750 12.383 11.421
O 14.375 17.650 9.337
N 14.637 17.764 8.081
C 14.860 19.061 7.623
C 15.389 19.276 6.386
C 15.508 18.196 5.477
C 15.038 16.953 5.874
C 14.696 16.675 7.223
S 14.424 15.065 7.716
H 14.552 19.786 8.399
H 15.681 20.350 6.192
H 16.034 18.256 4.546
H 15.075 16.022 5.250
C 18.858 8.127 11.357
C 18.042 9.114 12.207
C 16.711 9.602 11.635
C 16.818 10.192 10.256
Ge 15.005 10.977 9.728
C 15.036 10.318 7.841
C 14.675 8.830 7.679
C 13.207 8.610 7.818
C 12.689 7.182 7.836
H 19.874 8.069 11.732
H 18.840 8.428 10.295
H 18.392 7.117 11.343
H 18.715 9.955 12.416
H 17.848 8.596 13.162
H 16.263 10.376 12.319
H 15.949 8.818 11.626
H 17.101 9.497 9.398
H 17.507 11.070 10.191
H 14.005 10.120 10.524
H 15.998 10.606 7.352
H 14.256 10.929 7.332
H 15.108 8.213 8.474
H 15.102 8.451 6.694
H 12.689 9.150 6.921
H 12.872 9.197 8.686
H 12.869 6.642 6.904
H 11.599 7.182 7.953
H 13.146 6.649 8.716
C 22.767 15.282 9.068
Ge 22.589 13.987 10.610
C 24.283 12.933 10.744
C 22.169 14.780 12.313
C 21.021 12.667 10.168
Se 19.887 13.093 8.659
C 20.766 12.231 7.112
H 22.597 16.309 9.353
H 22.087 14.962 8.272
H 23.847 15.117 8.819
H 25.080 13.679 10.865
H 24.508 12.363 9.870
H 24.258 12.297 11.667
H 22.606 15.798 12.398
H 22.653 14.152 13.069
H 21.101 14.810 12.473
H 20.353 12.708 11.042
H 21.482 11.706 10.047
H 21.713 12.709 6.772
H 19.961 12.316 6.356
H 20.992 11.168 7.344
*
```


# 3
C35H48F3GeO10P2ReS | ωB97M-V/def2-TZVPD

E_LUMO	-7.344	eV
HOMO energy	-13.74	eV
energy relative to the best compared isomer or geometry (same formula, charge and spin)	0.0	kJ/mol
Kohn-Sham gap	6.40	eV

```
! RIJCOSX wB97M-V def2-TZVPD def2/J DEFGRID3
* xyz 2 1
Re -0.160 -0.976 -0.674
C 4.480 0.441 -4.198
C 3.161 1.154 -4.041
C 2.388 1.321 -5.323
O 2.298 0.309 -3.153
P 2.068 0.465 -1.646
O 1.834 -0.917 -0.995
C 0.354 2.324 -0.326
P -1.912 0.944 -2.199
O -1.866 -0.155 -1.094
O -2.600 2.211 -1.693
C -3.920 2.470 -1.015
C -3.778 3.840 -0.407
C -4.231 1.381 -0.019
O -2.532 0.335 -3.447
C -2.950 0.944 -4.760
C -4.413 1.289 -4.670
C -2.048 2.101 -5.110
O 3.196 1.290 -1.028
C 4.093 1.235 0.181
C 3.960 2.570 0.868
C 3.763 0.056 1.058
H 5.142 1.045 -4.820
H 4.337 -0.525 -4.682
H 4.968 0.291 -3.235
H 3.289 2.110 -3.532
H 2.239 0.356 -5.807
H 2.950 1.965 -5.999
H 1.419 1.781 -5.136
H 1.282 2.886 -0.455
H -0.432 2.961 -0.730
H -4.643 2.473 -1.829
H -3.065 3.823 0.419
H -4.746 4.156 -0.018
H -3.455 4.568 -1.149
H -3.446 1.311 0.737
H -4.371 0.409 -0.491
H -5.161 1.645 0.485
H -2.787 0.107 -5.434
H -4.577 2.124 -3.988
H -5.003 0.432 -4.350
H -4.765 1.595 -5.656
H -2.200 2.946 -4.436
H -2.286 2.435 -6.120
H -1.000 1.802 -5.098
H 5.077 1.124 -0.271
H 2.984 2.666 1.347
H 4.106 3.392 0.169
H 4.725 2.644 1.641
H 2.739 0.118 1.434
H 4.434 0.077 1.917
H 3.895 -0.898 0.550
C 0.115 2.090 1.155
C 0.415 1.085 -1.232
O -0.395 1.305 -2.443
H 0.111 3.044 1.684
H 0.897 1.477 1.603
H -0.842 1.598 1.342
F -1.696 -5.091 -2.365
C -1.711 -3.825 -2.708
F -2.108 -3.679 -3.958
F -2.525 -3.141 -1.898
S -0.022 -3.090 -2.551
O 0.918 -3.939 -3.164
O -0.205 -1.691 -2.970
O 0.124 -2.961 -1.022
C -0.125 -0.955 1.036
Ge 0.069 -1.478 2.993
C 1.849 -2.222 3.044
C 2.319 -3.035 2.013
C 3.584 -3.597 2.089
C 4.386 -3.354 3.197
C 3.922 -2.556 4.232
C 2.655 -1.991 4.159
C -0.159 0.146 4.009
C -1.416 0.488 4.504
C -1.589 1.665 5.220
C -0.506 2.502 5.451
C 0.752 2.164 4.971
C 0.926 0.990 4.251
C -1.380 -2.749 3.081
C -1.168 -3.996 3.664
C -2.207 -4.913 3.737
C -3.455 -4.592 3.222
C -3.671 -3.355 2.631
C -2.636 -2.434 2.559
H 1.699 -3.248 1.149
H 3.941 -4.234 1.289
H 5.371 -3.799 3.258
H 4.541 -2.381 5.103
H 2.301 -1.375 4.977
H -2.262 -0.173 4.351
H -2.565 1.920 5.612
H -0.640 3.412 6.020
H 1.599 2.808 5.170
H 1.915 0.727 3.891
H -0.194 -4.259 4.061
H -2.042 -5.879 4.196
H -4.263 -5.309 3.281
H -4.646 -3.108 2.232
H -2.815 -1.466 2.099
*
```


# 4
C35H48N2PPdS2Sb | ωB97M-V/def2-TZVPD

E_LUMO	-0.253	eV
HOMO energy	-6.42	eV
energy relative to the best compared isomer or geometry (same formula, charge and spin)	0.0	kJ/mol
Kohn-Sham gap	6.16	eV

```
! RIJCOSX wB97M-V def2-TZVPD def2/J DEFGRID3
* xyz 0 1
Pd 6.823 -16.070 -9.194
S 0.973 -21.084 -10.336
C -0.084 -20.476 -11.526
C 0.291 -19.234 -11.943
C 1.468 -18.790 -11.259
C 1.970 -19.692 -10.394
C 3.247 -19.642 -9.647
C 3.734 -18.459 -9.063
N 4.943 -18.311 -8.586
C 5.736 -19.405 -8.476
C 5.336 -20.669 -8.983
C 6.224 -21.787 -8.875
C 7.433 -21.618 -8.334
C 7.895 -20.347 -7.817
C 9.219 -20.182 -7.354
C 9.696 -18.890 -7.113
C 8.764 -17.819 -7.236
N 7.518 -17.996 -7.651
C 7.073 -19.218 -7.945
C 11.106 -18.779 -6.721
C 11.800 -19.757 -6.074
C 13.194 -19.431 -5.961
C 13.503 -18.278 -6.599
S 12.138 -17.592 -7.386
C 4.075 -20.734 -9.569
H -0.977 -21.034 -11.765
H -0.217 -18.625 -12.700
H 2.043 -17.853 -11.361
H 3.059 -17.607 -9.095
H 5.972 -22.747 -9.318
H 8.133 -22.412 -8.229
H 9.897 -21.055 -7.261
H 9.044 -16.807 -7.058
H 11.357 -20.621 -5.542
H 13.911 -19.989 -5.379
H 14.468 -17.793 -6.629
H 3.744 -21.738 -9.922
C 7.639 -14.161 -5.322
C 6.589 -13.268 -5.970
C 6.719 -11.820 -5.554
Sb 6.605 -13.679 -8.132
C 5.073 -12.445 -8.976
C 4.095 -11.819 -8.002
C 4.352 -13.245 -10.039
C 8.206 -12.428 -8.939
C 9.490 -13.081 -8.533
C 8.154 -10.926 -8.689
H 7.846 -13.820 -4.291
H 8.583 -14.024 -5.837
H 7.335 -15.217 -5.305
H 5.573 -13.567 -5.674
H 7.665 -11.381 -5.835
H 6.670 -11.655 -4.470
H 5.960 -11.179 -5.936
H 5.641 -11.640 -9.460
H 3.652 -12.607 -7.379
H 3.232 -11.400 -8.497
H 4.572 -11.073 -7.358
H 3.612 -13.879 -9.602
H 4.985 -13.958 -10.562
H 3.761 -12.607 -10.739
H 8.023 -12.570 -10.014
H 9.723 -12.918 -7.487
H 10.372 -12.701 -9.064
H 9.390 -14.139 -8.645
H 8.419 -10.677 -7.639
H 7.100 -10.573 -8.950
H 8.742 -10.386 -9.444
C 6.042 -18.687 -13.283
C 5.815 -17.986 -11.949
P 7.170 -16.972 -11.260
C 7.514 -15.976 -12.759
C 8.086 -14.622 -12.359
C 8.511 -18.262 -11.247
C 9.874 -17.608 -10.982
H 5.111 -19.224 -13.515
H 6.872 -19.369 -13.204
H 6.224 -17.983 -14.127
H 5.414 -18.692 -11.185
H 5.006 -17.267 -12.202
H 6.552 -15.869 -13.278
H 8.190 -16.513 -13.457
H 7.528 -14.172 -11.542
H 8.164 -13.895 -13.184
H 9.129 -14.790 -12.022
H 8.549 -18.761 -12.228
H 8.256 -18.961 -10.460
H 10.265 -17.137 -11.899
H 10.653 -18.303 -10.617
H 9.803 -16.822 -10.202
*
```


# 5
C35H48O2P3PdSb | ωB97M-V/def2-TZVPD

E_LUMO (spin up / spin down)	-11.141 / -13.491	eV
HOMO energy (spin up / spin down)	-17.71 / -17.74	eV
Kohn-Sham gap (spin up / spin down)	6.57 / 4.25	eV
⟨S²⟩	6.02

```
! RIJCOSX wB97M-V def2-TZVPD def2/J DEFGRID3
* xyz 4 5
P 3.583 -0.116 -1.096
C 4.155 -0.166 0.588
H 5.215 -0.467 0.598
H 3.583 -0.892 1.192
H 4.076 0.833 1.052
C 3.189 -1.742 -1.785
H 3.016 -1.666 -2.874
H 2.290 -2.165 -1.306
H 4.039 -2.420 -1.609
C 4.527 0.769 -2.344
H 5.444 0.209 -2.580
H 4.808 1.769 -1.979
H 3.935 0.872 -3.269
P -1.024 3.436 -1.955
C -1.047 4.001 -0.218
H -1.496 5.002 -0.098
H -0.016 3.994 0.173
H -1.601 3.260 0.383
C -0.010 4.691 -2.838
H -0.021 4.461 -3.911
H 1.024 4.553 -2.489
H -0.336 5.723 -2.662
C -2.753 3.685 -2.528
H -3.066 4.738 -2.543
H -3.410 3.096 -1.872
H -2.839 3.252 -3.535
P -2.913 -2.138 -1.177
C -3.665 -2.499 0.398
H -4.342 -3.358 0.284
H -4.249 -1.636 0.753
H -2.903 -2.749 1.152
C -3.948 -2.063 -2.640
H -4.660 -2.900 -2.621
H -3.328 -2.147 -3.550
H -4.516 -1.117 -2.667
C -1.505 -3.184 -1.602
H -1.874 -4.214 -1.742
H -0.742 -3.178 -0.806
H -1.049 -2.844 -2.550
Pd -0.190 0.621 -3.635
C 1.904 0.680 -1.086
O 0.917 1.066 -0.562
C -2.192 -0.439 -1.090
O -1.881 0.600 -0.622
C -1.443 0.380 -5.306
C -0.862 -0.832 -4.956
C 0.523 -0.914 -4.836
C 1.309 0.211 -5.037
C 0.717 1.426 -5.345
C -0.671 1.528 -5.427
H -2.514 0.423 -5.494
H -1.481 -1.696 -4.738
H 0.993 -1.849 -4.562
H 2.389 0.133 -4.977
H 1.342 2.306 -5.470
H -1.154 2.501 -5.533
C 0.766 3.733 4.105
C 1.860 2.943 3.712
C 1.641 1.718 3.053
C 0.337 1.283 2.807
C -0.746 2.091 3.147
C -0.538 3.307 3.809
Sb -0.048 -0.691 1.940
C 1.591 -1.860 2.703
C 1.969 -3.006 1.991
C 2.999 -3.820 2.480
C 3.653 -3.484 3.674
C 3.266 -2.340 4.385
C 2.226 -1.529 3.903
C -1.603 -1.325 3.305
C -1.347 -2.321 4.245
C -2.332 -2.663 5.173
C -3.576 -2.023 5.154
C -3.838 -1.040 4.187
C -2.851 -0.697 3.254
H 0.933 4.673 4.635
H 2.877 3.270 3.921
H 2.503 1.119 2.767
H -1.767 1.782 2.929
H -1.393 3.922 4.097
H 1.456 -3.284 1.066
H 3.286 -4.717 1.929
H 4.458 -4.116 4.051
H 3.761 -2.074 5.317
H 1.924 -0.653 4.477
H -0.380 -2.829 4.269
H -2.126 -3.438 5.921
H -4.348 -2.285 5.887
H -4.807 -0.537 4.155
H -3.077 0.059 2.503
*
```